ORCA calculation (wB97M-V/def2-TZVPD) on C15H34AsN9O3PS4W as an isolated structure.

Structure (XYZ):
```
68
Properties=species:S:1:pos:R:3:forces:R:3
W -0.754 0.569 0.441 0.086 0.744 0.584
N 0.265 4.012 0.632 0.012 0.063 -0.018
C 0.057 3.338 1.788 -0.070 0.150 0.343
N 0.359 3.796 2.983 -0.051 -0.095 -0.254
N 0.007 2.813 3.822 0.035 0.104 0.140
N -0.486 1.817 3.218 -0.072 -0.007 -0.247
N -0.513 2.099 1.864 0.127 -0.262 -0.284
C -0.106 3.500 -0.564 -0.084 -0.244 0.076
N 0.022 4.061 -1.734 0.073 0.078 -0.087
N -0.442 3.152 -2.614 -0.022 0.046 0.025
N -0.847 2.095 -2.042 -0.026 -0.101 -0.021
N -0.657 2.260 -0.676 0.069 -0.086 -0.049
H 0.649 4.950 0.675 0.011 -0.015 0.011
C -2.038 0.591 5.479 0.019 -0.093 0.066
As -1.221 -0.646 4.273 -0.128 0.008 -0.012
C -2.021 -2.352 4.633 0.018 -0.032 0.054
C 0.673 -0.814 4.410 0.079 0.104 -0.049
S -1.961 -0.451 2.148 0.051 -0.091 -0.087
H -1.891 0.134 6.461 -0.060 0.042 0.012
H -3.102 0.641 5.256 -0.003 0.026 0.003
H -1.572 1.568 5.440 0.035 0.005 -0.041
H -1.788 -2.600 5.670 -0.001 -0.008 -0.005
H -1.622 -3.122 3.976 0.018 0.027 -0.024
H -3.102 -2.277 4.520 0.003 0.002 -0.013
H 0.879 -1.272 5.379 -0.044 -0.035 -0.001
H 1.131 0.170 4.359 0.015 -0.035 -0.006
H 1.026 -1.464 3.612 0.032 -0.009 0.022
C 3.431 -3.681 -1.193 0.009 -0.008 -0.006
C 3.898 -2.943 0.030 -0.042 -0.014 0.010
C 5.189 -2.190 -0.102 -0.001 0.012 0.007
O 2.781 -1.930 0.451 0.006 -0.015 -0.033
P 2.048 -0.850 -0.321 -0.133 0.124 0.215
S 1.572 0.703 0.961 -0.015 -0.336 -0.119
S 0.079 -1.315 -0.767 0.056 0.162 -0.118
O 2.829 -0.427 -1.563 0.076 -0.014 -0.040
C 2.483 0.683 -2.548 0.023 0.044 0.040
C 3.393 1.843 -2.237 -0.055 -0.009 -0.028
C 2.647 0.084 -3.916 0.021 0.001 -0.019
H 4.147 -4.479 -1.394 -0.004 -0.002 -0.009
H 3.406 -3.035 -2.071 0.006 -0.002 0.008
H 2.459 -4.149 -1.036 -0.002 -0.004 0.001
H 3.884 -3.575 0.914 0.009 -0.005 -0.003
H 5.188 -1.535 -0.972 0.000 0.005 -0.004
H 5.987 -2.922 -0.234 -0.002 -0.007 0.001
H 5.414 -1.618 0.797 -0.002 -0.001 -0.002
H 1.437 0.929 -2.346 -0.008 -0.007 -0.023
H 4.437 1.573 -2.387 0.001 -0.019 -0.001
H 3.259 2.199 -1.214 0.015 0.015 0.004
H 3.153 2.663 -2.915 0.004 0.002 0.005
H 3.682 -0.211 -4.087 0.000 0.001 0.005
H 2.382 0.835 -4.660 -0.005 -0.002 -0.004
H 2.001 -0.783 -4.055 -0.009 0.001 -0.011
C -3.245 -0.219 -4.525 -0.043 0.037 0.024
C -2.499 -0.492 -3.218 0.021 -0.040 0.047
S -3.220 0.536 -1.937 -0.017 0.143 0.086
O -2.305 0.277 -0.622 -0.090 -0.313 -0.172
C -4.691 -0.372 -1.463 -0.064 0.008 0.072
C -5.407 0.325 -0.314 0.006 -0.028 0.007
H -2.767 -0.806 -5.309 0.015 -0.002 0.003
H -3.186 0.831 -4.809 0.002 -0.001 -0.002
H -4.289 -0.525 -4.482 0.007 -0.007 -0.007
H -1.464 -0.155 -3.270 0.023 -0.018 -0.029
H -2.555 -1.532 -2.896 0.008 -0.005 0.005
H -4.403 -1.401 -1.247 0.024 0.004 -0.009
H -5.297 -0.360 -2.374 0.029 0.009 -0.023
H -4.799 0.334 0.590 0.010 0.005 0.007
H -6.322 -0.221 -0.093 -0.001 -0.005 -0.020
H -5.682 1.347 -0.572 0.003 0.003 -0.003
```
Positions in Å, forces in eV/Å.

Calculated values
- spin multiplicity = 1
- net charge = +3
- HOMO energy (eV) = -17.480
- E_LUMO (eV) = -11.7
- HOMO-LUMO gap (eV) = 5.760
- energy above the lowest of the compared OMol25 structures with the same formula, charge and spin (kcal per mole) = 2.0

---

ORCA calculation (wB97M-V/def2-TZVPD) on an isolated ion of composition C5H9N2S and charge +1 at a distorted geometry.

Structure (XYZ):
```
17
Properties=species:S:1:pos:R:3:forces:R:3
C 1.638 -1.184 -0.215 -2.176 -0.567 0.308
C 2.930 -1.154 0.168 -0.338 -0.222 -0.025
C -2.643 0.492 0.124 2.607 -1.038 0.961
C -1.151 0.427 0.586 -0.110 2.247 -0.031
C -0.198 0.399 -0.620 -2.798 0.878 -1.056
N 2.063 1.032 -0.250 -0.581 0.143 0.130
N 1.184 0.081 -0.362 0.595 -0.635 -0.444
S 3.501 0.433 0.191 -0.582 -0.563 -0.140
H 0.845 -2.011 -0.298 1.803 1.210 0.187
H 3.317 -2.054 0.528 1.590 -0.930 0.317
H -2.714 -0.486 -0.319 -1.302 -0.405 -0.058
H -2.709 1.205 -0.630 -0.361 1.353 -1.380
H -3.306 0.762 0.933 -0.216 -0.464 0.113
H -0.896 1.238 1.276 0.030 0.429 -0.438
H -0.963 -0.373 1.196 0.093 -2.656 1.368
H -0.098 1.438 -0.897 -0.485 0.167 -0.907
H -0.802 -0.242 -1.410 2.231 1.055 1.096
```
Positions in Å, forces in eV/Å.

Calculated values
- spin multiplicity = 1
- net charge = +1
- HOMO energy (eV) = -15.524
- E_LUMO (eV) = -5.2
- HOMO-LUMO gap (eV) = 10.288
- energy above the lowest of the compared OMol25 structures with the same formula, charge and spin (kcal per mole) = 47.5

---

ORCA calculation (wB97M-V/def2-TZVPD) on an isolated ion of composition C12H26N3OS and charge +1.

Structure (XYZ):
```
43
Properties=species:S:1:pos:R:3:forces:R:3
C 0.363 3.200 0.994 0.283 -0.179 0.203
C 1.181 2.558 2.104 -0.437 0.249 0.132
O 2.174 1.634 1.650 0.030 -0.280 -0.221
C 3.292 2.184 0.941 0.405 0.206 -0.183
C 3.182 1.970 -0.571 -0.157 -0.138 0.418
C 3.077 0.489 -0.919 0.536 0.460 -0.576
N 1.878 -0.095 -0.249 -0.186 -0.284 0.490
C 0.596 -0.009 -0.994 -0.484 0.258 -0.415
S 0.516 0.869 -2.369 -0.002 0.049 -0.143
N -0.411 -0.660 -0.413 0.718 0.248 -0.107
C -0.301 -1.384 0.846 -0.041 -0.328 0.643
C -1.694 -1.722 1.372 0.035 -0.076 0.025
N -2.356 -2.617 0.451 0.230 0.127 0.141
C -3.697 -3.008 0.845 -0.174 0.033 0.014
C -4.752 -1.899 0.845 0.272 -0.202 0.017
C -2.191 -2.225 -0.940 0.243 -0.025 -0.128
C -1.688 -0.790 -1.096 -0.654 -0.234 -0.398
H -0.432 3.789 1.444 -0.103 0.087 0.033
H -0.091 2.451 0.347 -0.066 -0.056 -0.085
H 0.970 3.868 0.389 0.017 0.070 -0.101
H 1.670 3.328 2.709 0.017 -0.123 0.011
H 0.541 1.960 2.758 0.070 0.134 -0.006
H 3.394 3.247 1.171 -0.029 -0.029 0.050
H 4.174 1.664 1.330 -0.048 0.118 -0.020
H 4.071 2.382 -1.046 0.050 -0.023 -0.040
H 2.316 2.496 -0.973 0.062 0.025 -0.012
H 2.988 0.356 -1.999 -0.026 -0.122 0.241
H 3.957 -0.047 -0.560 -0.138 -0.109 0.102
H 1.811 0.503 0.658 -0.179 -0.359 -0.115
H 2.051 -1.071 0.007 -0.018 0.152 0.021
H 0.218 -0.774 1.592 -0.006 -0.053 -0.059
H 0.244 -2.325 0.698 0.025 0.038 0.039
H -1.593 -2.237 2.332 0.061 0.144 -0.006
H -2.243 -0.782 1.554 0.072 -0.022 0.046
H -3.621 -3.438 1.847 -0.063 -0.099 -0.044
H -4.005 -3.805 0.165 -0.027 -0.049 0.108
H -5.719 -2.327 1.091 -0.150 0.020 0.022
H -4.525 -1.136 1.586 -0.028 0.115 0.055
H -4.830 -1.428 -0.133 -0.057 0.081 -0.100
H -1.465 -2.901 -1.411 -0.119 0.119 -0.152
H -3.132 -2.327 -1.482 0.029 0.041 -0.020
H -2.405 -0.079 -0.674 0.064 0.038 -0.069
H -1.547 -0.549 -2.150 -0.026 -0.021 0.190
```
Positions in Å, forces in eV/Å.

Calculated values
- spin multiplicity = 1
- net charge = +1
- HOMO energy (eV) = -11.310
- SMILES = CCOCCC[NH2+]C(=S)N1CCN(CC)CC1
- E_LUMO (eV) = -2.8
- HOMO-LUMO gap (eV) = 8.487
- energy above the lowest of the compared OMol25 structures with the same formula, charge and spin (kcal per mole) = 17.9